<w>
{
  "formula": "C5H8N5O3",
  "method": "ωB97M-V/def2-TZVPD",
  "lumo_energy_ha": -0.118,
  "charge": 1,
  "spin_multiplicity": 1,
  "homo_lumo_gap_ev": 9.3,
  "species": ["N", "C", "N", "N", "N", "N", "O", "O", "C", "C", "C", "C", "O", "H", "H", "H", "H", "H", "H", "H", "H"],
  "positions_angstrom": [[-2.118, 1.142, -0.047], [-0.914, 1.447, 0.351], [-0.637, 2.450, 1.111], [0.125, 0.650, -0.081], [1.450, 1.179, -0.014], [2.441, 0.523, 0.775], [2.193, -0.081, 1.776], [3.513, 0.761, 0.344], [-0.001, -0.701, -0.488], [0.822, -1.765, -0.420], [0.022, -2.877, -0.823], [-1.245, -2.399, -0.945], [-1.239, -1.090, -0.877], [-2.337, 0.477, -0.751], [-2.825, 1.664, 0.391], [-1.427, 3.133, 1.393], [0.186, 2.575, 1.537], [1.937, 1.545, -0.780], [1.862, -1.881, -0.176], [0.342, -3.985, -0.806], [-2.151, -2.769, -1.468]]
}


<x>
{
  "formula": "C5H8N5O3",
  "method": "ωB97M-V/def2-TZVPD",
  "lumo_energy_ha": [-0.225, -0.225],
  "charge": 1,
  "spin_multiplicity": 1,
  "homo_lumo_gap_ev": [7.7, 6.7],
  "species": ["C", "C", "C", "C", "C", "N", "N", "N", "N", "N", "O", "O", "O", "H", "H", "H", "H", "H", "H", "H", "H"],
  "positions_angstrom": [[-2.118, 1.974, -2.026], [-0.869, 1.390, -1.890], [-2.978, 1.265, -1.156], [-1.090, 0.243, -1.101], [1.408, -0.614, 1.756], [2.501, -0.433, 2.492], [0.781, -1.804, 1.905], [-0.307, -0.640, -0.581], [0.708, -1.143, -1.347], [0.860, 0.332, 1.018], [0.627, -1.035, -2.509], [1.620, -1.565, -0.702], [-2.378, 0.281, -0.559], [-2.303, 2.741, -2.806], [-0.011, 1.471, -2.563], [-4.037, 1.308, -0.800], [2.789, -1.093, 3.270], [2.744, 0.547, 2.452], [0.990, -2.379, 2.754], [-0.298, -1.836, 1.832], [1.361, 0.989, 0.564]]
}


<y>
{
  "formula": "C5H8N5O3",
  "method": "ωB97M-V/def2-TZVPD",
  "lumo_energy_ha": -0.122,
  "charge": 1,
  "spin_multiplicity": 1,
  "homo_lumo_gap_ev": 9.3,
  "species": ["N", "C", "N", "N", "N", "N", "O", "O", "C", "C", "C", "C", "O", "H", "H", "H", "H", "H", "H", "H", "H"],
  "positions_angstrom": [[-0.822, 2.191, 0.396], [-1.064, 1.211, -0.458], [-1.872, 1.398, -1.493], [-0.533, -0.017, -0.260], [-0.719, -0.962, -1.432], [0.324, -0.822, -2.413], [0.805, 0.265, -2.464], [0.504, -1.786, -3.072], [0.339, -0.431, 0.757], [0.664, -1.684, 1.187], [1.585, -1.490, 2.247], [1.744, -0.148, 2.379], [0.994, 0.511, 1.469], [-0.161, 2.076, 1.150], [-1.247, 3.095, 0.261], [-2.252, 2.308, -1.696], [-2.089, 0.641, -2.121], [-0.887, -1.921, -1.140], [0.304, -2.626, 0.827], [2.058, -2.255, 2.824], [2.326, 0.446, 3.054]]
}


Q: Which of them is the most stable? A: <y>.